(1)
A structure of composition C57H66BaN5O7SSb in a non-equilibrium geometry. Source: the OMol25 dataset; level of theory: wB97M-V/def2-TZVPD.

For the HOMO-LUMO gap, the calculation gives 5.2 eV. The energy comes out at -3676.0325 Eh. The net charge is -2. The LUMO energy comes out at 3.73 eV. As for the highest occupied orbital energy: -1.51 eV. The maximum force comes out at 0.06592 Eh/bohr. The spin multiplicity is 1.

```
138
C57H66BaN5O7SSb wB97M-V/def2-TZVPD
C -0.18531 5.61710 1.05084
N -0.17462 -2.99926 3.06700
H 4.70824 4.08001 0.43502
C 1.19184 5.23838 0.52151
C -2.15250 0.30751 -3.45563
S 0.11262 -2.37630 -5.15229
C 1.27722 -3.18078 -1.27310
C -1.49954 3.13480 4.01774
H -0.26860 6.70518 1.17804
H 4.20059 4.36744 -2.51957
H 1.30190 5.64568 -0.48772
H 3.35964 5.35831 -1.32204
H 3.19405 2.31276 -1.54154
H 2.90606 1.36854 4.70225
H 2.41107 -3.10078 3.01613
C -4.30344 -0.71242 -0.22080
H -3.40007 1.90706 2.60464
C 0.80207 1.60196 4.34862
N 3.27215 -0.90932 0.83292
O -6.46452 -1.79087 -0.47119
C -4.02265 1.89513 -4.18782
H -0.35611 4.74889 4.85174
H -0.98297 5.30348 0.37678
H 3.05066 -6.10611 -0.93069
O -1.96838 -1.00244 0.42103
O 2.21767 -1.04954 1.51188
C -1.54201 1.78771 3.68314
H -2.19592 -3.29135 1.57066
H -2.72120 -4.74948 0.73962
C -0.12994 2.57565 -0.96487
O -4.55820 0.45235 0.11654
H -2.17627 1.83620 -0.67375
C -0.38840 1.01429 3.88818
H -3.25190 0.93573 -6.59102
H -5.35774 1.12526 -5.74670
H 2.17592 5.42804 2.43815
H 0.44378 3.97912 -2.53293
C -1.75868 -0.49420 -6.11818
H -4.54601 3.91212 -4.80355
H 2.11061 -3.85097 4.58152
H -1.70768 3.12382 0.43063
H -2.61907 -1.09753 5.73648
C -0.72556 -6.32205 1.56649
C -0.44813 3.64694 -1.99947
C 1.49203 -6.19631 2.46772
H 5.42244 2.96845 -0.74123
H -1.63193 -0.81484 -7.14485
H 7.45278 0.08813 -3.33097
C 2.34112 -4.06252 3.53331
H -6.18265 1.97034 -4.42570
H 2.77996 -6.14327 -3.40486
H 4.49356 2.33811 0.62554
H -2.38530 3.74082 3.86004
C -2.31847 -4.36944 1.67669
C 1.68388 -4.30333 -3.42994
C -1.19475 -0.66259 -3.76203
H 0.68984 -7.93293 1.49693
C -5.35572 1.29802 -4.66918
C 6.57484 0.00849 -2.70171
C -3.72363 3.20382 -4.93722
C -2.78785 1.16363 3.11241
H -4.39343 1.33022 -2.10808
H 1.91020 0.04551 5.33994
C 1.26715 -4.89419 2.88521
C 2.02818 0.75066 4.51111
Sb 1.52105 3.02690 0.41426
C 3.31032 4.41941 -1.88019
C 1.12803 -3.25553 -2.67599
H -1.40309 -4.63142 4.62556
C 0.00325 -4.32266 2.66880
H -0.91680 4.52120 -1.54344
H -1.06924 -1.29792 6.56015
H 2.18371 0.16181 3.60639
C -1.56326 -3.61581 4.98100
H 5.19082 0.35472 -4.30108
C -1.34154 2.23559 -0.09300
C -2.67652 0.48642 -5.79131
C -3.05775 -2.55220 -1.06042
H -2.81017 3.65609 -4.54443
H -1.49255 -6.86332 1.02498
N 3.15064 -0.28542 -0.28307
H 5.68688 -0.53522 0.52801
C 4.32399 -0.19467 -1.08257
H 2.11705 -4.26721 0.37997
H 3.27690 5.54152 1.06562
C 2.52541 -5.29781 -1.43407
H 2.23055 6.91161 1.46630
Ba 0.17491 -1.20762 0.01212
C -0.85176 -2.63892 4.07292
H -4.99124 2.92500 -2.56058
C 0.79460 2.94650 4.68490
C 4.18180 0.05682 -2.44107
H 0.21672 1.67905 -1.48707
N -0.40111 -1.32053 -2.85458
H -1.50186 0.27283 5.86543
C -1.56819 -0.80379 5.72432
H -3.39611 0.70760 3.90090
C 0.29775 -2.27139 -3.37176
H 2.46583 -6.64534 2.63071
O 2.03127 0.23191 -0.73269
H -1.09494 1.48403 0.66176
H 3.30273 -4.57396 3.48706
C 5.59562 -0.34461 -0.53019
H 1.70434 3.40087 5.06231
C -4.16937 2.21896 -2.70054
H -3.26523 2.67875 -2.30123
H 2.43714 4.45336 -2.53241
C 1.99195 -4.24702 -0.70280
H -3.04932 -4.55406 2.47106
O -4.89077 -3.46939 -2.36985
C 2.38092 -5.32436 -2.81712
C -3.00985 -1.37296 -0.22142
C 5.30711 0.15891 -3.24246
H -2.53923 0.38978 2.38421
C -1.03386 -1.08107 -5.09154
C -2.90960 0.88124 -4.46295
H -1.19188 -3.53802 6.00409
H -2.63551 -3.41217 4.99478
C 4.54461 3.14511 -0.10857
C 0.49854 -6.91685 1.82012
C -4.46342 -2.71291 -1.51215
H -3.58313 3.04521 -6.00714
C -0.99751 -5.02418 1.98249
C 6.71073 -0.24635 -1.34252
H 3.18408 0.15543 -2.84673
C -0.91975 -1.19172 4.41341
C 3.26842 3.21806 -0.94624
H -0.37063 5.15173 2.01602
C -0.35573 3.70806 4.55114
N -0.39237 -0.35389 3.62916
C 2.28176 5.81620 1.42093
H -1.14239 3.24792 -2.74593
C -5.26732 -1.73548 -0.71237
H 1.54443 -4.33115 -4.50651
H -2.31656 0.54067 -2.41018
H 7.69734 -0.36195 -0.91045
H -5.52960 0.34313 -4.17073
O -2.08491 -3.27634 -1.32938
```

These are the Löwdin partial charges, in e, on atoms 1 to 2:
1. C -0.16
2. N 0.17



(2)
A structure of composition C57H89Br9HfN8O8 in a non-equilibrium geometry. Source: the OMol25 dataset; level of theory: wB97M-V/def2-TZVPD.

For the HOMO-LUMO gap (alpha / beta), the calculation gives 5.2 / 5.0 eV. The energy comes out at -26478.5975 Eh. The net charge is +1. The LUMO energy (alpha / beta) comes out at -4.35 / -4.48 eV. As for the highest occupied orbital energy (alpha / beta): -9.51 / -9.53 eV. As for the expectation value of S²: 0.766. The maximum force comes out at 0.10405 Eh/bohr. The spin multiplicity is 2.

```
172
C57H89Br9HfN8O8 wB97M-V/def2-TZVPD
H -3.13843 5.13759 -1.80950
C 3.48252 -2.17476 -7.93718
H -2.33238 6.22394 -0.99576
H 1.87893 0.52383 5.20034
H -1.23073 3.04955 6.88816
H -0.82514 -3.70135 -4.24866
C 1.61510 1.31592 5.90113
C 2.14581 -1.90512 -1.02306
H -6.99814 1.57952 1.79190
H 1.09093 4.55040 -0.78378
C -7.72322 0.10085 -0.36258
C -0.06264 -5.99309 -1.93651
C 2.65674 2.48504 5.67613
C 0.79317 4.96600 4.73557
H 1.03384 -0.02222 -8.04349
O -1.70333 3.62689 -0.18963
C 1.89441 -5.26808 -3.11656
Br -0.16414 -3.78766 4.53132
N 0.33058 -0.08008 0.23253
H 3.63465 2.02339 5.81283
C 1.32814 -0.80649 1.09245
C 2.40165 2.96890 4.27674
H 0.07295 1.63446 -1.78221
H -7.19745 2.35969 -2.13831
H 1.65487 -2.80707 -0.65757
H 1.06417 5.79831 4.08603
H 3.79010 -2.38665 -5.84839
H -5.76254 -1.71713 -0.69326
H 1.91803 -0.14527 -2.32700
H 1.44319 -2.48473 2.43055
C 0.19949 5.17367 -0.85425
C 1.31027 -6.06909 -2.12200
C 1.32133 -0.93655 -1.87319
H 5.45696 2.39307 -4.37036
C -6.79246 1.36479 -2.32341
O -2.83094 0.31934 3.01387
H 2.56846 -0.47921 2.86993
O 3.77945 -4.78199 -4.37397
H 1.87914 4.64695 -4.12566
C 0.54795 -5.61063 4.15925
C -0.26266 -4.42654 -3.67933
H -0.22059 5.16145 5.08515
C 4.43978 2.75468 -4.40163
H -7.46827 -0.64578 -2.40781
H -0.46087 0.60451 -3.08578
H -1.51303 -1.69578 -2.25518
H 1.49498 -5.84682 4.64451
H 1.18893 2.19759 -4.26622
N -3.52741 -0.43492 3.70816
H 1.83752 4.32754 2.07215
C -2.78484 -2.39025 2.19161
O -1.34962 2.75571 3.97372
H -4.47632 0.44337 -3.58162
C 2.51428 -1.47039 -8.65788
H 1.11246 -1.50036 -2.78237
C -3.98404 -4.19052 3.88297
C -0.20137 2.69296 6.85115
C -3.90981 -2.81493 4.24238
C 3.71697 2.76154 -0.12784
N 3.28872 -5.47155 -3.41909
C 0.70844 -2.08262 1.73302
C 3.89888 4.03173 -4.49439
H -4.87442 2.91136 -3.16031
Br 4.70957 -4.56167 -0.34134
H -8.33071 -0.78688 -0.18648
Br 0.95849 -5.69594 2.19061
H 2.61991 3.28189 6.41895
C 1.02798 3.54231 3.95966
C -6.71367 0.52744 1.77458
Br 5.54508 -1.02641 -2.33164
H -1.47076 1.02265 -1.64264
C 1.11290 -4.40568 -3.94353
H -3.62950 2.63309 -1.90866
C 2.59977 -1.19548 0.19306
O -4.09463 1.28053 0.38901
H 1.50815 -3.79208 -4.73956
H 2.44516 -1.48860 -9.73551
C -1.04240 -1.68185 -1.27213
H 6.57362 2.32003 -1.30836
H -4.78005 -1.33352 0.55906
H -0.10861 2.12370 7.77604
H -4.51790 -2.47306 5.06685
H -1.78148 5.98265 -2.66411
H -6.34132 -2.06299 0.93630
O -4.34592 -0.08712 4.53905
H 3.17002 3.71378 4.06976
H 2.61509 2.16215 3.57552
N -5.37994 1.09229 -0.27274
H 4.33694 5.01757 -4.54544
H -6.72952 1.24198 -3.40463
H -5.83848 0.54311 2.42412
C 0.12643 1.74811 5.63893
H 2.63860 2.73105 -0.17886
H -3.67490 -0.22192 -2.20955
H -3.29213 -5.73233 2.52244
N 2.54807 3.90235 -4.26054
H -8.72130 0.51271 -2.23082
C -0.74256 0.46159 5.74064
H -0.70387 -2.65160 -0.90731
Br 4.82198 -4.78603 2.97543
C 1.89330 0.11166 2.25097
C -5.37724 1.27473 -1.74976
H -4.53307 -4.85123 4.53752
O -0.69597 0.72649 0.90502
Br 7.48788 -3.93310 1.29156
C 1.75869 -0.76545 -7.74583
C -6.38198 0.12617 0.35303
H 0.31959 -2.77677 0.98799
H 1.20160 0.60492 2.93387
C 4.46231 2.91803 1.02732
C -2.69672 -3.75332 1.92122
C 5.70280 2.53282 0.79324
C -4.69706 2.61119 -2.12758
H -0.08507 -1.73391 2.39397
H -2.10742 -3.95746 1.03950
Hf -2.34427 2.38153 1.70267
H 4.27240 -2.85871 -8.21048
C -0.48596 0.72502 -2.00276
C 3.37163 1.83981 -4.22149
H 7.58885 -1.76971 -3.77537
C 2.20032 2.57600 -4.24920
H 0.41622 5.93133 -1.60729
C 2.14400 -1.21622 -6.44589
H -0.61635 -0.23560 4.91232
N 0.02308 2.46611 4.35309
Br 8.81074 -0.59364 -1.77443
H 3.48888 0.77548 -4.08058
C -3.36049 -1.86278 3.38333
H 4.29566 2.35274 -2.09938
H 1.73229 1.00721 6.93990
H -7.41057 -0.20666 2.17898
C 0.02216 -0.52462 -1.16626
Br 7.50382 -3.58569 -2.32510
H 5.26237 -2.80824 1.32585
H 6.58147 2.37911 1.40209
H -0.47874 -6.60048 -1.14635
C -5.84279 -1.31695 0.31744
C 0.96433 3.77986 2.42664
H 0.91297 2.79273 1.96724
C -7.71975 0.27120 -1.87489
C -2.10363 5.47563 -1.75458
H 0.15542 5.72725 0.08367
H -1.89225 -4.96971 -2.57101
H -5.23675 -0.75600 -2.54855
H 3.31374 -0.39848 -0.01464
H 2.37249 0.98444 1.80742
C 5.82510 2.51125 -0.55367
H 1.88655 -6.87046 -1.68371
H -1.90228 -1.59505 -0.60792
C -0.83625 -5.15101 -2.70667
H 3.07637 -2.19740 -1.50962
H -2.31872 -1.71914 1.48537
C -3.35373 -4.67369 2.72714
H -1.80567 0.69742 5.78854
H 1.47314 5.00311 5.58668
H -5.14861 3.40714 -1.53542
N 3.24807 -1.98273 -6.59881
H 0.28140 3.65976 6.99371
H 4.11766 3.12494 2.02972
H 1.84621 -0.81736 -5.48743
C 5.51122 -3.86945 1.32642
C -1.08615 4.47850 -1.16460
C 7.41775 -1.67776 -2.70282
O 3.91822 -6.30853 -2.88444
N 4.57837 2.50932 -1.14248
H -0.90916 3.73520 -1.94194
H -0.43658 -0.17483 6.57096
H -8.29635 0.91164 0.08713
Br -0.76727 -7.02656 4.47906
C -4.64108 0.15683 -2.54294
H 3.24279 -1.89819 0.72298
H 0.06900 4.25557 2.02641
```

These are the Löwdin partial charges, in e, on atoms 1 to 2:
1. H 0.06
2. C -0.12